Molecular formula: C20H28N4O3
Method: DFT, ωB97M-V/def2-TZVPD

Last columns: bonded neighbours and bond lengths (Å).
Element x y z (Å)
1 C -6.592 -1.873 0.292  H2 1.087, H3 1.087, H4 1.087, C5 1.534
2 H -6.586 -1.535 1.325  C1 1.087
3 H -5.678 -2.428 0.094  C1 1.087
4 H -7.436 -2.545 0.160  C1 1.087
5 C -6.727 -0.690 -0.677  C1 1.534, N6 1.447, H54 1.094, H55 1.095
6 N -5.595 0.202 -0.800  C5 1.447, C7 1.440, C47 1.452
7 C -5.337 1.057 0.330  N6 1.440, H8 1.092, C9 1.553, H46 1.096
8 H -6.306 1.347 0.740  C7 1.092
9 C -4.467 0.486 1.484  C7 1.553, N10 1.440, H44 1.090, H45 1.094
10 N -3.071 0.802 1.330  C9 1.440, C11 1.333, H43 1.014
11 C -2.107 -0.085 1.086  N10 1.333, O12 1.223, C13 1.531
12 O -2.241 -1.297 0.992  C11 1.223
13 C -0.740 0.581 0.914  C11 1.531, O14 1.220, N15 1.344
14 O -0.611 1.792 0.987  C13 1.220
15 N 0.204 -0.346 0.682  C13 1.344, C16 1.394, H42 1.019
16 C 1.575 -0.201 0.477  N15 1.394, C17 1.389, C21 1.393
17 C 2.200 1.040 0.492  C16 1.389, C18 1.384, H41 1.077
18 C 3.567 1.145 0.304  C17 1.384, C19 1.399, C30 1.500
19 C 4.332 -0.008 0.096  C18 1.399, C20 1.400, N27 1.395
20 C 3.698 -1.255 0.042  C19 1.400, C21 1.380, C23 1.500
21 C 2.335 -1.344 0.239  C16 1.393, C20 1.380, H22 1.081
22 H 1.853 -2.310 0.202  C21 1.081
23 C 4.541 -2.461 -0.248  C20 1.500, C24 1.521, H39 1.095, H40 1.091
24 C 5.880 -2.301 0.456  C23 1.521, C25 1.514, H37 1.095, H38 1.090
25 C 6.548 -1.000 0.066  C24 1.514, O26 1.215, N27 1.365
26 O 7.749 -0.889 -0.075  C25 1.215
27 N 5.714 0.071 -0.081  C19 1.395, C25 1.365, C28 1.458
28 C 6.362 1.356 -0.310  N27 1.458, C29 1.518, H35 1.094, H36 1.097
29 C 5.373 2.419 -0.750  C28 1.518, C30 1.525, H33 1.090, H34 1.092
30 C 4.238 2.486 0.267  C18 1.500, C29 1.525, H31 1.090, H32 1.094
31 H 3.514 3.256 -0.001  C30 1.090
32 H 4.641 2.733 1.253  C30 1.094
33 H 5.888 3.377 -0.826  C29 1.090
34 H 4.965 2.168 -1.731  C29 1.092
35 H 7.141 1.198 -1.062  C28 1.094
36 H 6.862 1.666 0.616  C28 1.097
37 H 5.730 -2.281 1.541  C24 1.095
38 H 6.563 -3.119 0.224  C24 1.090
39 H 4.703 -2.537 -1.329  C23 1.095
40 H 4.038 -3.372 0.080  C23 1.091
41 H 1.612 1.928 0.653  C17 1.077
42 H -0.170 -1.294 0.660  N15 1.019
43 H -2.776 1.772 1.353  N10 1.014
44 H -4.539 -0.601 1.524  C9 1.090
45 H -4.816 0.904 2.433  C9 1.094
46 H -4.849 1.968 -0.035  C7 1.096
47 C -4.432 -0.373 -1.453  N6 1.452, C48 1.527, H52 1.093, H53 1.099
48 C -3.564 0.698 -2.109  C47 1.527, H49 1.087, H50 1.087, H51 1.087
49 H -4.182 1.357 -2.713  C48 1.087
50 H -2.826 0.224 -2.751  C48 1.087
51 H -3.033 1.295 -1.372  C48 1.087
52 H -4.807 -1.037 -2.236  C47 1.093
53 H -3.815 -0.981 -0.776  C47 1.099
54 H -6.931 -1.080 -1.679  C5 1.094
55 H -7.590 -0.085 -0.380  C5 1.095

The value obtained for the HOMO-LUMO gap is 0.310 Ha. Its total charge is 0. As for the SMILES: CCN(CC)CCNC(=O)C(=O)Nc1cc2c3c(c1)CCC(=O)N3CCC2. The HOMO energy is -7.890 eV. Its spin multiplicity is 1. For the total energy, the calculation gives -33299.673 eV.

Molecular formula: CH3NO5PS
Method: DFT, ωB97M-V/def2-TZVPD

Last columns: bonded neighbours and bond lengths (Å).
Element x y z (Å)
1 C 1.756 -0.014 -0.151  P8 1.907, H10 1.132, H11 1.132, H12 1.067
2 N -1.790 0.091 1.377  O7 1.495, S9 1.593
3 O 0.548 2.333 -0.629  P8 1.461
4 O -1.021 0.233 -1.010  P8 1.621, S9 1.679
5 O -3.018 -1.091 -0.565  S9 1.455
6 O -0.886 -1.959 0.202  S9 1.422
7 O -0.422 0.693 1.331  N2 1.495, P8 1.645
8 P 0.142 1.002 -0.183  C1 1.907, O3 1.461, O4 1.621, O7 1.645, S9 2.637
9 S -1.739 -0.828 0.076  N2 1.593, O4 1.679, O5 1.455, O6 1.422, P8 2.637
10 H 1.832 -0.753 -1.005  C1 1.132
11 H 2.618 0.713 -0.253  C1 1.132
12 H 1.980 -0.419 0.811  C1 1.067

The value obtained for the HOMO-LUMO gap is 0.313 Ha. Its total charge is -1. The HOMO energy is -4.676 eV. Its spin multiplicity is 1. For the total energy, the calculation gives -32938.843 eV.

Molecular formula: C6H7BrO
Method: DFT, ωB97M-V/def2-TZVPD

Last columns: bonded neighbours and bond lengths (Å).
Element x y z (Å)
1 C -1.732 0.241 -1.296  C2 1.408, C3 1.362, H9 1.079
2 C -1.324 -0.524 -0.186  C1 1.408, C4 1.379, H10 1.041
3 C -1.184 1.474 -1.115  C1 1.362, O7 1.358, H11 1.077
4 C -0.531 0.244 0.640  C2 1.379, C5 1.407, O7 1.432
5 C 0.248 -0.204 1.723  C4 1.407, H12 1.072, H13 0.970
6 C 2.211 -0.775 0.194  Br8 1.833, H14 1.128, H15 1.118
7 O -0.576 1.568 0.096  C3 1.358, C4 1.432
8 Br 2.481 0.864 -0.583  C6 1.833
9 H -2.251 -0.067 -2.190  C1 1.079
10 H -1.274 -1.562 -0.230  C2 1.041
11 H -1.392 2.298 -1.777  C3 1.077
12 H 0.095 -1.196 2.099  C5 1.072
13 H 0.723 0.394 2.321  C5 0.970
14 H 3.082 -1.361 0.605  C6 1.128
15 H 1.422 -1.394 -0.301  C6 1.118

The value obtained for the HOMO-LUMO gap (spin up / spin down) is 0.277 / 0.301 Ha. Its total charge is 0. The HOMO energy (spin up / spin down) is -6.601 / -9.359 eV. Its spin multiplicity is 3. For the total energy, the calculation gives -78420.207 eV.

Repeat the third record exactly.
Molecular formula: C6H7BrO
Method: DFT, ωB97M-V/def2-TZVPD

Last columns: bonded neighbours and bond lengths (Å).
Element x y z (Å)
1 C -1.732 0.241 -1.296  C2 1.408, C3 1.362, H9 1.079
2 C -1.324 -0.524 -0.186  C1 1.408, C4 1.379, H10 1.041
3 C -1.184 1.474 -1.115  C1 1.362, O7 1.358, H11 1.077
4 C -0.531 0.244 0.640  C2 1.379, C5 1.407, O7 1.432
5 C 0.248 -0.204 1.723  C4 1.407, H12 1.072, H13 0.970
6 C 2.211 -0.775 0.194  Br8 1.833, H14 1.128, H15 1.118
7 O -0.576 1.568 0.096  C3 1.358, C4 1.432
8 Br 2.481 0.864 -0.583  C6 1.833
9 H -2.251 -0.067 -2.190  C1 1.079
10 H -1.274 -1.562 -0.230  C2 1.041
11 H -1.392 2.298 -1.777  C3 1.077
12 H 0.095 -1.196 2.099  C5 1.072
13 H 0.723 0.394 2.321  C5 0.970
14 H 3.082 -1.361 0.605  C6 1.128
15 H 1.422 -1.394 -0.301  C6 1.118

The value obtained for the HOMO-LUMO gap (spin up / spin down) is 0.277 / 0.301 Ha. Its total charge is 0. The HOMO energy (spin up / spin down) is -6.601 / -9.359 eV. Its spin multiplicity is 3. For the total energy, the calculation gives -78420.207 eV.